{"formula": "C57H38BClO11P", "method": "ωB97M-V/def2-TZVPD", "e_tot_ev": -104744.64521, "homo_ev": -5.65, "total_charge": -1, "fmax_ev_per_a": 0.553, "elements": ["H", "C", "C", "H", "H", "H", "H", "H", "C", "C", "C", "H", "C", "P", "C", "C", "C", "H", "C", "C", "O", "C", "H", "C", "H", "C", "H", "C", "C", "H", "C", "O", "O", "C", "H", "C", "H", "C", "C", "O", "C", "C", "H", "H", "H", "O", "H", "C", "C", "C", "H", "C", "O", "C", "C", "O", "C", "C", "H", "H", "C", "H", "C", "H", "H", "C", "O", "Cl", "O", "C", "O", "C", "C", "H", "C", "C", "H", "C", "O", "C", "H", "H", "C", "H", "C", "H", "C", "H", "C", "C", "H", "C", "H", "B", "C", "C", "C", "H", "C", "C", "H", "C", "C", "C", "C", "C", "H", "H", "H"], "coordinates": [[-5.2063, -0.5021, -1.8951], [-4.2135, 5.8557, -2.4928], [4.2223, -4.8732, 3.8336], [4.3206, -3.8105, 3.6694], [5.9993, -7.7468, 3.6465], [-10.8589, 8.2846, -3.0985], [1.5699, 1.1269, -2.4778], [3.2518, 0.2270, 3.6446], [5.1064, -0.8284, 3.8093], [-6.1113, 4.3822, -2.2878], [0.4348, -6.4077, 5.1498], [-0.3602, -3.1175, 5.0496], [4.8854, 1.3753, 2.8647], [3.1062, 1.7507, -0.8289], [-10.1907, 7.4478, -2.9402], [-4.6979, -0.0975, -3.9298], [3.0159, -5.3871, 4.2865], [-2.8346, -6.4835, 6.0119], [-2.3223, 0.4041, -4.7241], [-0.7989, -6.9263, 5.5241], [-4.6284, 0.4254, -7.5050], [-5.5904, 5.6648, -2.4805], [3.8356, -8.6686, 4.4373], [1.5868, 1.0861, -1.3857], [0.9579, 1.0338, -5.2256], [7.0466, 0.3174, 2.9462], [-11.7760, 6.0030, -2.8268], [6.2469, 1.4012, 2.6053], [9.3431, -0.7904, 3.0718], [4.6658, -1.6967, 4.2803], [-1.8694, 0.7252, -7.0682], [3.2167, 2.2497, 0.5544], [2.0314, -3.2484, 4.4343], [-4.2197, 0.3181, -6.3663], [-0.6817, 1.6446, -1.5496], [-7.5799, 4.1347, -2.2932], [4.2629, 2.2097, 2.5778], [-6.5170, -0.0957, -5.5084], [-2.7741, 0.4756, -6.0431], [1.4561, -8.5341, 5.1390], [-6.9361, -0.5195, -3.1767], [-5.1592, 0.0332, -5.2399], [6.6996, 2.2622, 2.1323], [-2.2279, 0.7769, -8.0872], [-0.9028, -7.9952, 5.6512], [-6.0532, 7.9608, -2.7951], [12.5776, -1.7796, 3.0527], [9.5844, -2.9493, 4.1147], [10.7115, -0.7552, 2.8338], [10.9482, -2.9063, 3.8827], [9.1306, -3.7957, 4.6122], [-0.5297, 0.9145, -6.7730], [4.2180, 0.6020, -1.1019], [-7.4026, -0.3547, -4.4771], [-0.4939, -4.1818, 5.1875], [-2.8623, 0.0985, -2.4591], [-0.0865, 0.8665, -5.4546], [-8.8232, 7.6572, -2.8939], [5.0465, 0.9301, -0.7302], [11.5760, -3.7279, 4.2030], [-7.9625, 6.5852, -2.6924], [-8.4067, 8.6480, -3.0144], [1.8916, -4.4463, 4.5530], [-2.2873, 4.9298, -2.3113], [-10.2387, 4.0920, -2.4515], [-1.8731, -6.0771, 5.7260], [9.0047, 1.3150, 2.0741], [0.4906, 3.8249, -0.9675], [3.5077, 2.8863, -1.8918], [6.4748, -0.8044, 3.5591], [-8.0330, 3.0218, -2.1151], [8.7769, -1.8937, 3.7085], [-0.9798, 0.6114, -4.4280], [0.0321, 1.6504, 0.3381], [-8.4809, 5.3010, -2.5276], [-10.7066, 6.1654, -2.7853], [-3.8221, 6.8511, -2.6523], [8.5008, 0.3692, 2.6438], [6.8190, -2.9575, 4.4689], [4.3174, 0.2544, 3.4600], [-0.6550, 0.5852, -3.3943], [-3.2116, 2.6692, -1.9205], [11.5116, -1.8099, 3.2380], [-5.6662, 2.3239, -1.9289], [7.3051, -1.9674, 3.9566], [0.1737, 1.1115, -7.5720], [-5.5854, -0.3956, -2.9030], [-6.8655, 0.0266, -6.5249], [5.1594, -7.0868, 3.8218], [0.5852, -5.0308, 4.9761], [-2.5609, -4.0422, 5.7203], [2.8758, -6.7617, 4.4940], [6.2273, -5.3079, 3.2513], [0.2550, 1.9026, -0.8221], [-9.8540, 5.0951, -2.5773], [1.5811, -7.3420, 4.9465], [-1.7200, -4.7045, 5.5608], [-8.4627, -0.4282, -4.6830], [3.9543, -7.6075, 4.2651], [-3.8789, 3.5064, -2.0896], [11.1338, 0.1052, 2.3327], [-3.2599, 0.1181, -3.6015], [-3.3602, 4.7805, -2.3051], [-6.4880, 6.8351, -2.6660], [5.2904, -5.7204, 3.6002], [-5.2508, 3.3096, -2.0884], [1.5126, 0.0415, -1.0764], [3.5195, 3.7262, -1.4178], [-7.6361, -0.7244, -2.3774]], "atomic_forces_ev_per_a": [[0.1, 0.0, 0.0], [0.1, 0.0, 0.0], [0.1, 0.0, 0.0], [0.0, 0.0, 0.0], [0.0, 0.0, 0.0], [0.0, 0.0, 0.0], [0.3, -0.1, 0.0], [0.0, 0.0, 0.0], [0.0, 0.0, 0.0], [-0.1, 0.0, 0.0], [0.1, 0.0, 0.0], [0.0, 0.0, 0.0], [0.0, 0.0, 0.1], [-0.1, -0.2, 0.2], [0.0, 0.0, 0.0], [0.0, 0.0, -0.1], [-0.1, 0.0, 0.0], [0.0, 0.0, 0.0], [-0.1, 0.0, 0.0], [-0.1, 0.0, 0.0], [0.0, 0.0, 0.0], [-0.1, 0.0, 0.0], [-0.1, 0.0, 0.0], [-0.5, 0.1, -0.1], [0.0, 0.0, 0.0], [0.0, 0.0, 0.0], [0.0, 0.0, 0.0], [-0.1, 0.0, 0.0], [-0.1, 0.0, 0.0], [0.0, 0.0, 0.0], [0.1, 0.0, 0.0], [0.1, 0.1, 0.2], [0.0, 0.0, 0.0], [0.0, 0.0, 0.0], [0.0, 0.0, 0.1], [0.2, -0.2, 0.0], [0.0, 0.0, -0.1], [-0.1, 0.0, 0.0], [-0.1, 0.0, 0.0], [0.0, 0.0, 0.0], [0.0, 0.0, 0.0], [0.0, 0.0, 0.0], [0.0, 0.0, 0.0], [0.0, 0.0, 0.0], [0.1, 0.0, 0.0], [0.0, 0.0, 0.0], [0.0, 0.0, 0.0], [0.1, -0.1, 0.0], [0.1, 0.0, 0.0], [0.0, 0.0, 0.0], [-0.1, 0.0, 0.0], [0.0, 0.0, 0.0], [0.0, 0.1, -0.2], [0.0, 0.0, 0.0], [-0.1, 0.0, 0.0], [-0.2, -0.2, 0.1], [0.0, 0.0, 0.0], [-0.1, 0.0, 0.0], [0.1, -0.2, 0.0], [0.0, 0.0, 0.0], [0.0, 0.0, 0.0], [0.1, 0.0, 0.0], [0.0, 0.1, 0.0], [0.0, -0.1, 0.1], [0.1, 0.0, 0.0], [0.0, 0.0, 0.0], [0.0, 0.0, 0.0], [0.0, 0.1, -0.1], [0.3, 0.1, -0.1], [0.1, 0.0, 0.0], [-0.1, 0.1, 0.0], [0.0, 0.0, 0.0], [0.1, 0.0, 0.0], [0.0, 0.1, 0.0], [0.0, 0.0, 0.0], [0.0, 0.0, 0.0], [0.0, 0.0, 0.0], [0.0, 0.0, 0.0], [0.0, 0.0, 0.0], [0.0, 0.0, 0.0], [-0.1, 0.0, 0.0], [0.1, 0.0, 0.0], [0.0, 0.0, 0.0], [0.0, 0.0, 0.0], [-0.1, 0.0, 0.0], [0.0, 0.0, 0.0], [-0.1, 0.0, 0.0], [0.1, 0.0, 0.0], [-0.1, 0.0, 0.0], [0.0, 0.0, 0.0], [0.0, 0.0, 0.0], [0.0, 0.0, 0.0], [0.0, 0.0, 0.0], [0.0, -0.2, -0.1], [-0.1, 0.0, 0.0], [0.0, 0.0, 0.0], [0.0, 0.0, 0.0], [0.0, 0.0, 0.0], [0.1, 0.0, 0.0], [0.0, 0.0, 0.0], [-0.1, 0.0, 0.0], [0.2, 0.2, 0.0], [0.1, 0.0, 0.0], [0.1, 0.0, 0.0], [0.1, -0.1, 0.0], [0.1, 0.0, 0.0], [0.0, 0.0, 0.0], [-0.2, 0.1, -0.1], [0.0, 0.0, 0.0]], "mulliken_charge": [0.464, -0.685, -0.582, 0.499, 0.388, 0.393, -0.215, 0.519, -0.703, 0.338, 0.137, 0.497, -0.455, 0.593, -0.463, 0.368, 0.224, 0.393, 0.271, -0.562, -0.692, 0.328, 0.477, -0.070, 0.465, 0.453, 0.391, -0.800, 0.120, 0.524, -0.648, -0.568, -0.667, 0.537, -0.352, 0.548, 0.385, -0.712, 0.364, -0.684, -0.369, 0.198, 0.474, 0.468, 0.464, -0.674, 0.391, -0.476, -0.558, -0.529, 0.478, -0.545, -0.571, -0.548, -0.510, -0.694, -0.465, -0.564, 0.275, 0.394, 0.153, 0.469, 0.553, 0.411, 0.471, -0.456, -0.678, -0.466, -0.456, 0.470, -0.673, 0.220, -0.473, -0.246, 0.173, -0.476, 0.466, 0.496, -0.646, -0.654, 0.371, 0.673, -0.470, 0.578, 0.586, 0.391, -0.527, 0.476, -0.511, 0.109, 0.395, 0.458, 0.424, 0.572, -0.516, 0.599, -0.511, 0.405, -0.648, -0.457, 0.477, 0.438, -0.711, 0.633, -0.499, -0.875, 0.295, 0.324, 0.404]}